C29H21F5N3O3V as an isolated structure. Source: OMol25; level of theory: ωB97M-V/def2-TZVPD.

Cartesian coordinates (Å):
V: -0.1277 -0.3531 -0.3730
C: -3.3460 -0.7019 -2.3946
C: -3.6464 -1.2657 -1.0330
C: -4.7068 -2.1374 -0.8368
C: -4.9898 -2.6360 0.4243
C: -4.1895 -2.2963 1.5009
C: -3.1139 -1.4310 1.3442
C: -2.2779 -1.0109 2.5234
C: -2.8650 -0.9043 0.0740
N: -1.8753 0.1107 -0.1165
C: -2.3396 1.4012 -0.1432
O: -3.4477 1.7978 0.1322
C: -1.2180 2.2682 -0.6268
C: -1.2463 3.6270 -0.8433
C: -0.1146 4.2294 -1.3877
C: 0.9971 3.4503 -1.6733
C: 0.9524 2.0990 -1.3858
N: -0.1416 1.5159 -0.8876
C: 2.0490 1.0957 -1.5414
O: 3.1577 1.3413 -1.9680
N: 1.5748 -0.1031 -1.0863
C: 2.5019 -1.1905 -1.1476
C: 3.3967 -1.4047 -0.0971
C: 3.3423 -0.5474 1.1365
C: 4.3332 -2.4232 -0.2207
C: 4.3852 -3.2073 -1.3614
C: 3.4794 -2.9948 -2.3873
C: 2.5238 -1.9911 -2.2935
C: 1.5364 -1.7518 -3.4047
H: -3.8333 -1.2937 -3.1676
H: -2.2718 -0.6845 -2.5841
H: -3.7148 0.3246 -2.4747
H: -5.3169 -2.4242 -1.6852
H: -5.8404 -3.2896 0.5693
H: -4.4041 -2.6949 2.4854
H: -2.4073 -1.7046 3.3527
H: -2.5768 -0.0150 2.8594
H: -1.2190 -0.9758 2.2697
H: -2.1441 4.1739 -0.5915
H: -0.1028 5.2938 -1.5779
H: 1.9003 3.8593 -2.1048
H: 2.3138 -0.4240 1.4793
H: 3.7463 0.4480 0.9344
H: 3.9246 -0.9971 1.9386
H: 5.0334 -2.5943 0.5883
H: 5.1339 -3.9843 -1.4483
H: 3.5161 -3.6071 -3.2807
H: 1.6181 -2.5342 -4.1575
H: 1.7273 -0.7890 -3.8845
H: 0.5121 -1.7430 -3.0262
F: 0.5284 -7.3692 -0.1503
C: 0.4464 -6.0436 -0.0521
C: -0.3043 -5.3229 -0.9670
F: -0.9307 -5.9518 -1.9597
C: -0.3796 -3.9525 -0.8418
F: -1.0673 -3.2196 -1.7279
C: 0.2798 -3.2515 0.1766
O: 0.2047 -1.9362 0.2570
C: 1.0352 -4.0095 1.0751
F: 1.6770 -3.3806 2.0614
C: 1.1181 -5.3837 0.9641
F: 1.8440 -6.0841 1.8333

Output
Spin multiplicity = 3
HOMO level (spin up / spin down) = -8.5 / -8.8 eV
Kohn-Sham gap (spin up / spin down) = 7.61 / 7.75 eV
Energy = -2951.0865 a.u.


A 2-piece molecular cluster, C5H14N2O overall. Source: OMol25; level of theory: ωB97M-V/def2-TZVPD.

Cartesian coordinates (Å):
C: -1.1630 1.8179 0.6476
C: 0.0070 1.0069 0.0657
N: 1.1666 1.8676 -0.0793
C: -0.4344 0.2660 -1.2442
C: -0.2388 -1.2183 -1.1131
C: -1.0480 -1.9750 -0.3664
N: -0.9828 -3.3313 -0.1173
H: -2.0077 1.1104 0.7909
H: -1.3688 2.6373 -0.0209
H: -1.1186 2.0305 1.7130
H: 0.2938 0.1812 0.7676
H: 1.9875 1.5222 -0.5618
H: 0.9307 2.6636 -0.6763
H: -1.4240 0.5378 -1.6468
H: 0.2301 0.5605 -2.0458
H: 0.6316 -1.6836 -1.5899
H: -1.9443 -1.4444 0.0168
H: -0.0675 -3.7265 0.0294
H: -1.6353 -3.7362 0.5303
O: 3.0124 0.1024 1.4304
H: 2.6991 -0.0472 2.3323
H: 2.4743 0.8581 1.1379

Output
Relative energy (zero: lowest compared OMol25 entry of this formula, charge and spin) = 2.289 eV
SMILES = C[C@H](N)C/C=C/N.O
HOMO level = -7.9 eV
Kohn-Sham gap = 8.93 eV
Energy = -383.6166 a.u.


One molecule with the formula C3H4S. Source: OMol25; level of theory: ωB97M-V/def2-TZVPD.

Cartesian coordinates (Å):
C: 0.7163 0.0189 -1.1640
C: 0.4154 -0.4349 0.1969
C: -0.4342 -0.2544 1.2868
S: 0.8803 -1.5750 1.3556
H: 1.6376 -0.1999 -1.6638
H: 0.0148 0.8078 -1.4346
H: -0.1683 0.5416 1.8948
H: -1.3740 -0.7958 1.2154

Output
Relative energy (zero: lowest compared OMol25 entry of this formula, charge and spin) = 1.077 eV
SMILES = C=C1CS1
HOMO level = -8.3 eV
Kohn-Sham gap = 9.20 eV
Energy = -514.8030 a.u.


C31H46EuI2N8O2Si3 as an isolated structure. Source: OMol25; level of theory: ωB97M-V/def2-TZVPD.

Cartesian coordinates (Å):
Eu: -0.4167 -0.2876 0.1165
I: -3.4083 -2.6934 -6.0589
C: -3.2682 -1.9687 -4.1278
C: -3.6651 -2.7756 -3.0810
C: -3.5025 -2.3433 -1.7682
I: -3.9127 -3.5935 -0.1934
C: -2.9254 -1.0450 -1.5131
O: -2.5303 -0.5536 -0.3804
C: -2.7130 -0.1979 -2.6225
C: -2.1064 1.1677 -2.4738
N: -0.6293 0.9858 -2.0917
C: 0.2489 0.6359 -3.2125
C: 1.5127 0.0377 -2.8028
C: 2.6281 0.1417 -3.5935
C: 3.7645 -0.5851 -3.2862
C: 3.7704 -1.2467 -2.0963
C: 2.6528 -1.2916 -1.2463
N: 1.5396 -0.6121 -1.6093
C: -2.8887 -0.6412 -3.9172
H: -4.1802 -3.7380 -3.2972
H: -2.5169 1.7452 -1.6574
H: -2.2798 1.7151 -3.4487
H: -0.2439 1.8915 -1.7369
H: 0.4000 1.4730 -3.9121
H: -0.2204 -0.0232 -3.9568
H: 2.7360 0.6617 -4.5387
H: 4.6384 -0.5559 -3.9464
H: 4.6317 -1.7683 -1.7037
H: 2.6530 -1.7836 -0.2663
H: -2.7007 -0.0408 -4.7327
C: 1.6803 -1.3650 2.7923
O: 1.3674 -0.4272 1.7051
Si: 1.7651 1.3292 1.8802
C: 3.3280 1.5496 1.0719
C: 2.0493 1.5868 3.6645
C: 0.2785 2.0883 1.1472
Si: 0.7290 3.5576 0.0777
C: 1.5497 4.9791 0.9011
C: 1.8276 2.9728 -1.3904
C: -0.8759 4.2628 -0.6587
Si: -1.1889 2.6563 2.1405
C: -2.8180 2.2563 1.4099
C: -1.3424 4.5184 2.6549
C: -1.1656 1.7072 3.7577
H: 0.9317 -1.2453 3.5791
H: 2.6682 -1.1622 3.1957
H: 1.6003 -2.3691 2.4395
H: 4.0816 1.3728 1.8352
H: 3.3370 2.6114 0.7859
H: 3.5412 0.9515 0.1753
H: 1.4691 2.3247 4.2105
H: 3.0610 2.0915 3.6491
H: 2.2217 0.6502 4.2294
H: 2.6119 4.7531 1.1576
H: 0.9088 5.3121 1.7243
H: 1.6506 5.7339 0.1671
H: 2.7900 3.5106 -1.3631
H: 1.2759 3.1749 -2.3291
H: 2.0484 1.9369 -1.3386
H: -0.6735 5.1962 -1.1729
H: -1.6601 4.5414 0.0620
H: -1.2973 3.5965 -1.3756
H: -3.0564 2.7430 0.4542
H: -3.6660 2.5195 2.0723
H: -2.9736 1.2002 1.0583
H: -1.2724 5.2211 1.8628
H: -0.6415 4.8385 3.3617
H: -2.3213 4.6643 3.0263
H: -1.0221 0.6616 3.8012
H: -2.1365 1.8826 4.2424
H: -0.4806 2.0657 4.4868
N: -0.1119 -2.7993 -2.8959
C: 0.3357 -3.3005 -1.7469
N: 1.3504 -4.1582 -1.8518
C: 1.5532 -4.8671 -0.7165
N: 2.3155 -5.9600 -0.7917
N: 0.8887 -4.6877 0.4553
C: 0.0607 -3.6405 0.4104
N: -0.2230 -2.8579 -0.6158
C: -0.7926 -3.4068 1.6103
C: -1.1736 -4.4546 2.4484
C: -1.9579 -4.1981 3.5783
C: -2.3371 -2.8825 3.7660
C: -2.0280 -1.9471 2.8364
N: -1.2448 -2.1603 1.7704
H: 0.2942 -2.9715 -3.7760
H: -1.0722 -2.3953 -2.9849
H: 2.7702 -6.1170 -1.6440
H: 2.5418 -6.4090 0.0419
H: -0.8400 -5.4659 2.2453
H: -2.1583 -4.9412 4.3208
H: -2.9910 -2.6483 4.6458
H: -2.4283 -0.8913 2.8991

Output
Relative energy (zero: lowest compared OMol25 entry of this formula, charge and spin) = 1.556 eV
Total charge = +1
Spin multiplicity = 7
HOMO level (spin up / spin down) = -10.1 / -10.1 eV
Kohn-Sham gap (spin up / spin down) = 6.81 / 7.25 eV
Energy = -3971.6429 a.u.


A 13-piece molecular cluster, C13H52N26O13 overall. Source: OMol25; level of theory: ωB97M-V/def2-TZVPD.

Cartesian coordinates (Å):
C: 9.6522 -18.1746 18.7313
O: 10.3317 -17.2234 19.0609
N: 8.8015 -18.1413 17.6111
N: 9.7583 -19.4165 19.3938
H: 9.1513 -17.5262 16.8950
H: 8.3081 -18.9829 17.4064
H: 9.0746 -20.0132 18.9855
H: 10.2354 -19.4395 20.2711
C: 15.1036 -22.2488 18.9918
O: 16.0606 -22.7148 19.6295
N: 14.2530 -21.2760 19.5579
N: 14.7698 -22.6153 17.6892
H: 13.5850 -20.7291 18.9849
H: 14.3166 -20.9489 20.5005
H: 13.9157 -22.3856 17.2250
H: 15.1525 -23.5638 17.5388
C: 11.0546 -23.3504 17.7078
O: 11.5400 -23.5349 16.5831
N: 11.0488 -22.1420 18.3762
N: 10.5847 -24.3897 18.4782
H: 10.5123 -22.2104 19.2253
H: 11.6199 -21.3362 18.1430
H: 10.3209 -24.2119 19.4362
H: 10.7893 -25.3358 18.2117
C: 14.6738 -21.2540 13.9813
O: 15.6695 -21.9975 14.0719
N: 13.3907 -21.7102 13.8129
N: 14.8065 -19.8722 14.0412
H: 13.2441 -22.7030 13.7526
H: 12.5899 -21.1174 13.9203
H: 14.0126 -19.3153 13.7925
H: 15.7078 -19.4921 14.2346
C: 13.5500 -25.5696 20.8139
O: 14.4745 -25.9583 21.4917
N: 12.6944 -24.5003 21.2029
N: 13.0999 -26.2255 19.6611
H: 12.4504 -23.8369 20.4918
H: 13.0779 -24.1523 22.0790
H: 12.1222 -26.1547 19.4489
H: 13.7469 -26.8906 19.2525
C: 10.4030 -28.6943 19.2675
O: 10.2808 -27.4436 19.1960
N: 11.3733 -29.3965 18.5579
N: 9.7805 -29.4564 20.2532
H: 11.9264 -28.8478 17.9251
H: 11.5094 -30.3674 18.7216
H: 9.2345 -28.8624 20.9167
H: 9.4378 -30.3788 20.0712
C: 11.1561 -24.9788 13.0848
O: 11.3633 -25.5998 12.0584
N: 10.1099 -24.0772 13.1776
N: 11.9003 -25.1799 14.2362
H: 9.4638 -24.0026 12.4209
H: 10.0309 -23.5074 14.0014
H: 11.5403 -24.7746 15.0892
H: 12.6093 -25.8819 14.1400
C: 8.6452 -23.0144 21.5328
O: 9.7777 -23.2466 21.0484
N: 7.4418 -23.1247 20.8113
N: 8.4112 -22.5931 22.8371
H: 6.6881 -22.5191 21.0743
H: 7.5911 -23.2600 19.8237
H: 7.4579 -22.6124 23.1534
H: 9.0227 -22.4133 23.6075
C: 15.3366 -25.9568 17.2355
O: 15.5767 -26.9750 17.9170
N: 16.2836 -25.0922 16.6947
N: 14.0233 -25.6818 16.8153
H: 15.9675 -24.3448 16.1035
H: 17.2522 -25.1793 16.9304
H: 13.3551 -26.4120 16.9572
H: 13.7068 -24.9043 16.2699
C: 10.2931 -20.1339 14.2535
O: 11.4304 -19.6358 14.0151
N: 9.0938 -19.5482 13.8511
N: 10.1293 -21.2240 15.0963
H: 8.2766 -20.1145 13.9091
H: 9.1772 -18.6378 13.4411
H: 10.9429 -21.6716 15.5024
H: 9.2239 -21.4503 15.4422
C: 9.0220 -27.2440 22.8746
O: 8.4525 -28.1589 22.2207
N: 9.6149 -26.1571 22.2629
N: 9.1094 -27.3141 24.2642
H: 10.1695 -25.5403 22.8169
H: 9.6138 -26.2693 21.2573
H: 8.8394 -28.1921 24.6558
H: 9.7533 -26.6567 24.6555
C: 13.3093 -18.8940 16.9993
O: 12.8426 -19.9599 17.4424
N: 12.7044 -18.2746 15.9452
N: 14.3568 -18.2214 17.6094
H: 12.9440 -17.3382 15.6751
H: 12.0615 -18.7682 15.2858
H: 14.1894 -17.2340 17.7173
H: 14.7462 -18.7418 18.3853
C: 8.8135 -27.0260 15.1957
O: 8.1829 -26.7767 14.1394
N: 8.7058 -26.2072 16.3245
N: 9.3941 -28.2872 15.4123
H: 8.9212 -26.6288 17.2155
H: 8.0122 -25.4891 16.3158
H: 10.2381 -28.3796 15.9510
H: 9.2783 -28.9413 14.6603

Output
Relative energy (zero: lowest compared OMol25 entry of this formula, charge and spin) = 3.379 eV
HOMO level = -9.0 eV
Kohn-Sham gap = 8.26 eV
Energy = -2928.8483 a.u.